ORCA calculation (ωB97M-V with the def2-TZVPD basis set) on a molecular structure, C42H26Cl5IN2O2P2S2Ta.

Values from the calculation:
Gap between HOMO and LUMO ... 6.7 eV
Charge ... +1
Energy relative to the best compared isomer or geometry (same formula, charge and spin) ... 12.91 kcal/mol
Spin multiplicity ... 1

Positions of all 83 atoms, in Å:
Ta 1.76310 0.36194 0.30387
S 4.18837 0.70600 0.49068
C 4.20775 1.37362 2.09538
C 5.32035 2.21305 2.42402
N 6.21138 2.89452 2.65810
C 3.24596 1.10275 3.01142
S 1.89903 0.04781 2.65985
C 3.27565 1.64131 4.33447
N 3.23574 2.06596 5.39816
C -1.64368 -0.58043 -0.03166
P -0.33137 -0.25130 -1.23919
C -0.11651 -1.72128 -2.26541
C -0.76209 -2.91271 -1.94373
C -0.52294 -4.05962 -2.68750
C 0.36480 -4.02470 -3.74944
C 1.00829 -2.83765 -4.08080
C 0.77080 -1.69283 -3.34346
C -0.93779 1.06892 -2.32579
C -1.52364 0.76350 -3.55355
C -1.98821 1.77762 -4.37626
C -1.86299 3.10366 -3.98786
C -1.28595 3.41433 -2.76591
C -0.82738 2.40364 -1.93756
P -1.38862 0.71680 1.27065
C -1.46562 -0.14924 2.86654
C -0.96324 0.53568 3.97172
C -1.02329 -0.01990 5.23780
C -1.57798 -1.27819 5.41097
C -2.09748 -1.96366 4.32139
C -2.05657 -1.39479 3.05808
C -2.97546 1.60640 1.30524
C -3.71447 1.67507 2.48179
C -4.92384 2.35258 2.50269
C -5.40482 2.95875 1.35490
C -4.67008 2.89555 0.17882
C -3.45750 2.22953 0.15339
H -1.46493 -1.54857 0.44177
H -2.62676 -0.57110 -0.51574
H -1.44914 -2.96159 -1.11115
H -1.02739 -4.97931 -2.43030
H 0.55559 -4.92005 -4.32420
H 1.69475 -2.80599 -4.91465
H 1.26853 -0.77211 -3.61851
H -1.62975 -0.26366 -3.87147
H -2.44281 1.52932 -5.32309
H -2.21684 3.89339 -4.63483
H -1.19982 4.44431 -2.45048
H -0.39662 2.66114 -0.97580
H -0.51664 1.51145 3.83742
H -0.62211 0.51955 6.08335
H -1.61217 -1.72358 6.39513
H -2.55051 -2.93586 4.45746
H -2.50177 -1.93071 2.22942
H -3.35024 1.20465 3.38500
H -5.49029 2.40168 3.42053
H -6.35024 3.48106 1.37459
H -5.03968 3.36958 -0.71859
H -2.89997 2.19226 -0.76452
Cl 1.02006 3.48641 2.24852
C 1.59547 3.63850 0.62837
C 1.75736 2.50575 -0.15124
C 2.21128 2.71260 -1.44189
Cl 2.47632 1.23346 -2.34201
C 2.48493 3.94225 -2.01093
Cl 3.01543 4.06327 -3.63417
C 2.29292 5.07025 -1.20533
Cl 2.59643 6.62426 -1.84684
C 1.85498 4.91925 0.11723
Cl 1.63034 6.31354 1.08562
I 2.68772 -8.33526 -1.19141
C 2.45060 -6.31163 -0.79559
C 3.17776 -5.38019 -1.52964
C 3.00916 -4.03290 -1.27434
C 2.11443 -3.62615 -0.28751
C 1.39542 -4.56351 0.45374
C 1.56434 -5.91033 0.20086
C 1.88098 -2.21022 -0.06302
O 0.99141 -1.76617 0.72105
O 2.54298 -1.31330 -0.70780
H 3.86620 -5.70759 -2.29404
H 3.55875 -3.29446 -1.84089
H 0.70830 -4.23000 1.21904
H 1.01552 -6.64635 0.76905

=====

ORCA calculation (ωB97M-V with the def2-TZVPD basis set) on 2 unconnected molecules or ions with the total composition C6H12N2.

Values from the calculation:
Gap between HOMO and LUMO ... 9.2 eV
Charge ... 0
Energy relative to the best compared isomer or geometry (same formula, charge and spin) ... 53.27 kcal/mol
Spin multiplicity ... 1
SMILES string ... Cc1c[nH]cn1.CC

Positions of all 20 atoms, in Å:
C 0.36377 -0.44164 1.71767
C 1.46890 2.68829 0.43154
C 0.46342 0.91792 1.13105
C -0.49437 1.60683 0.32242
N 1.52116 1.67923 1.34729
N 0.18805 2.84344 -0.12682
H 2.28390 3.40384 0.30387
H -0.20149 3.76114 -0.43105
H -1.59957 1.66736 0.24287
H 1.18031 -1.07575 1.43785
H -0.66509 -0.84039 1.39115
H 0.22620 -0.40966 2.84272
C -0.17180 -2.45861 -1.75175
C -1.00633 -1.49883 -0.99623
H -0.57440 -3.18428 -2.43452
H 0.56434 -1.82748 -2.21103
H 0.30291 -3.13375 -1.01841
H -0.65005 -0.33716 -0.81455
H -1.13744 -1.78255 0.06020
H -2.06242 -1.57795 -1.44427

=====

ORCA calculation (ωB97M-V with the def2-TZVPD basis set) on a molecular structure, C25H50NO3PPtSSi.

Values from the calculation:
Gap between HOMO and LUMO (alpha / beta) ... 5.0 / 7.3 eV
Charge ... 0
Spin multiplicity ... 3
<S²> ... 2.01

Positions of all 83 atoms, in Å:
C 0.71723 3.26611 -4.74324
C -0.54837 2.84076 -4.35485
C -0.71305 1.72987 -3.50054
C 0.44804 1.15208 -2.96361
C 1.72581 1.52491 -3.41194
C 1.86002 2.61946 -4.26438
C -2.14048 1.31352 -3.24794
C -2.59460 -0.10971 -2.90184
N -1.77633 -1.24562 -3.49892
Pt 0.43297 -0.19176 -1.36242
C 2.92439 0.76734 -2.90030
P 2.29895 -0.88158 -2.29265
H -1.43839 3.36037 -4.72811
H 2.85992 2.95406 -4.54816
H 0.81996 4.11133 -5.42685
H 3.37968 1.25520 -2.02432
H 3.70964 0.61911 -3.65190
H -2.55496 1.95404 -2.45124
H -2.71054 1.56894 -4.15523
H -2.60954 -0.28095 -1.82113
C 3.57286 -1.58054 -1.19694
C 2.41256 -1.90212 -3.79393
H -3.62132 -0.26862 -3.25509
C -1.25925 -1.05042 -4.89696
C -2.53410 -2.54978 -3.39577
H 1.52246 0.46856 -0.27611
H -2.01055 -1.42717 -5.60027
H -1.05749 0.00237 -5.10100
H -0.33706 -1.63828 -5.00424
H -2.86215 -2.84242 -4.39882
H -1.87749 -3.32491 -2.97821
H -3.40456 -2.40280 -2.74876
H 3.47120 -2.07449 -4.04972
H 1.93083 -2.86612 -3.58260
H 1.91771 -1.40897 -4.64156
H 4.56910 -1.56082 -1.66792
H 3.60091 -1.03128 -0.24424
H 3.28957 -2.62590 -0.99756
H -0.94807 -1.36328 -2.89560
C 1.51563 3.34547 2.91019
C 1.96680 1.93525 2.54646
C 2.52479 1.93179 1.13525
C 3.03356 1.46826 3.53293
O 0.83837 1.02773 2.65820
Si -0.48151 0.31431 1.99945
S -1.06272 0.92262 0.11371
O -0.26811 -1.32870 2.06079
C 0.39151 -2.06361 3.13852
C 1.81076 -2.38579 2.67683
C 0.41843 -1.26941 4.44051
C -0.41206 -3.34776 3.32763
O -1.68518 0.66845 3.07439
C -3.09169 0.31639 3.08461
C -3.49990 -0.50318 1.86399
C -3.36965 -0.49767 4.34507
C -3.87141 1.62712 3.11870
H 2.36072 4.03974 2.79327
H 1.18016 3.38316 3.95361
H 0.70053 3.67581 2.25525
H 3.39977 2.59561 1.06522
H 2.86873 0.92129 0.87802
H 1.76649 2.29965 0.43362
H 2.67364 1.55396 4.56654
H 3.34017 0.43025 3.34607
H 3.92595 2.10154 3.43378
H 2.38918 -1.46611 2.51321
H 2.32195 -2.98717 3.44115
H 1.78218 -2.95833 1.74082
H -0.58381 -0.92203 4.72091
H 0.79148 -1.91918 5.24526
H 1.09104 -0.40636 4.37061
H -1.43394 -3.12465 3.66455
H -0.46455 -3.90591 2.38397
H 0.07059 -3.98014 4.08425
H -2.94893 -1.45166 1.82338
H -4.57618 -0.72411 1.92842
H -3.31860 0.05667 0.93615
H -3.10984 0.07668 5.24414
H -4.43989 -0.74581 4.39197
H -2.80507 -1.44090 4.34266
H -3.62221 2.18985 4.02711
H -3.63157 2.24299 2.24317
H -4.95113 1.42337 3.12055

=====

ORCA calculation (ωB97M-V with the def2-TZVPD basis set) on a molecular structure, C5H8O3Ru.

Values from the calculation:
Gap between HOMO and LUMO (alpha / beta) ... 9.1 / 5.0 eV
Charge ... +3
Energy relative to the best compared isomer or geometry (same formula, charge and spin) ... 5.91 kcal/mol
Spin multiplicity ... 6
<S²> ... 8.76

Positions of all 17 atoms, in Å:
O -1.93571 0.75917 2.07772
C 0.14469 0.72711 -1.97881
C -1.89264 0.75658 0.70724
O 0.56166 0.30125 -2.95036
O -0.40004 1.45919 -1.20150
C -0.55882 1.38702 0.35739
Ru -1.83701 -0.28165 3.47672
H -2.70569 1.35858 0.26595
H -1.95481 -0.25696 0.26714
H 0.31877 0.81492 0.66856
H -0.47944 2.44399 0.61624
C 2.39630 -1.32992 -0.25846
C 1.17972 -1.82928 -0.51122
H 2.63423 -0.85954 0.69865
H 3.15815 -1.26427 -1.03918
H 0.40353 -1.84731 0.25820
H 0.96712 -2.33889 -1.45429

=====

no.,energy (eV)
1,-163560.25222
2,-9394.53978
3,-65619.92988
4,-13997.38366